A cluster of 4 separate species, C31H67N8O4 in total at a distorted geometry. Source: the OMol25 dataset; level of theory: wB97M-V/def2-TZVPD.

```
110
Properties=species:S:1:pos:R:3:mulliken_charge:R:1
C 4.24 -4.94 2.27 -0.91
C 4.17 -5.06 0.68 -0.41
C 4.64 -3.74 -0.11 -0.68
C 5.87 -2.99 0.61 -0.50
C 6.22 -1.62 -0.17 -0.58
C 6.42 -0.35 0.77 -1.14
C 5.07 0.27 1.34 -0.10
N 4.32 1.11 0.38 0.24
C 4.58 1.13 -1.02 -0.22
N 3.67 2.01 -1.66 -0.51
C 2.83 2.56 -0.65 0.36
N 1.83 3.42 -0.85 0.13
C 1.32 4.00 -2.11 -0.64
N 1.95 3.65 -3.37 -0.28
C 1.49 2.34 -3.93 -0.81
N 3.29 1.99 0.59 0.41
C 2.74 2.30 1.93 -0.86
C 1.31 1.66 2.22 -0.52
C 0.13 2.78 2.33 -1.01
C -1.22 2.25 1.63 -0.33
C -2.13 1.43 2.66 -0.70
C -1.89 -0.15 2.59 -0.74
C -2.66 -0.87 1.40 -0.08
C -4.25 -0.97 1.64 -0.61
C -4.80 -2.47 1.48 -0.70
C -5.41 -2.75 0.02 -0.60
O -4.64 -2.07 -0.98 -0.20
C -5.47 -1.46 -1.99 -0.66
H 3.38 -5.53 2.72 0.33
H 4.11 -3.85 2.60 0.20
H 5.22 -5.38 2.68 0.24
H 4.76 -5.99 0.38 0.29
H 3.07 -5.30 0.42 0.32
H 4.96 -4.10 -1.15 0.28
H 3.76 -3.03 -0.31 0.26
H 6.76 -3.68 0.48 0.26
H 5.65 -2.70 1.68 0.29
H 7.18 -1.81 -0.78 0.36
H 5.40 -1.49 -0.96 0.38
H 7.02 -0.71 1.68 0.38
H 7.06 0.41 0.22 0.43
H 4.38 -0.61 1.62 0.25
H 5.30 0.80 2.33 0.29
H 5.38 0.56 -1.58 0.40
H 1.34 3.71 0.01 0.04
H 1.35 5.14 -2.00 0.36
H 0.20 3.75 -2.18 0.32
H 1.83 4.33 -4.12 0.33
H 2.33 1.90 -4.57 0.28
H 1.31 1.61 -3.08 0.15
H 0.57 2.44 -4.60 0.34
H 2.63 3.43 2.08 0.55
H 3.46 1.97 2.75 -0.13
H 1.02 0.80 1.54 0.49
H 1.36 1.21 3.28 0.28
H -0.13 2.97 3.42 0.44
H 0.45 3.78 1.90 0.56
H -1.83 3.14 1.26 0.37
H -0.92 1.66 0.70 0.01
H -3.23 1.72 2.53 0.31
H -1.87 1.74 3.73 0.41
H -2.27 -0.56 3.60 0.40
H -0.77 -0.35 2.55 0.18
H -2.44 -0.38 0.39 -0.22
H -2.27 -1.95 1.35 0.45
H -4.56 -0.56 2.66 0.48
H -4.80 -0.31 0.87 0.25
H -3.96 -3.25 1.62 0.31
H -5.62 -2.71 2.23 0.28
H -5.41 -3.88 -0.16 0.27
H -6.52 -2.43 0.04 0.36
H -4.91 -0.60 -2.50 0.24
H -5.76 -2.22 -2.79 0.23
H -6.43 -1.01 -1.58 0.30
C 3.22 2.24 7.03 -1.43
C 3.29 3.09 5.79 0.85
O 2.44 3.03 4.91 -0.60
N 4.35 3.93 5.65 -0.15
C 5.45 4.14 6.57 -0.90
H 2.32 1.62 6.99 0.30
H 4.09 1.59 7.09 0.39
H 3.16 2.88 7.91 0.39
H 4.33 4.47 4.80 0.23
H 5.45 5.19 6.87 0.30
H 6.38 3.92 6.05 0.29
H 5.37 3.52 7.46 0.35
C -1.07 -0.24 -6.02 -1.31
C -0.07 -0.70 -5.00 0.79
O 1.05 -1.09 -5.31 -0.66
N -0.44 -0.68 -3.69 -0.06
C -1.70 -0.26 -3.12 -0.81
H -0.64 -0.31 -7.02 0.31
H -1.96 -0.87 -5.98 0.38
H -1.34 0.80 -5.84 0.34
H 0.29 -1.00 -3.06 0.18
H -1.51 0.56 -2.42 0.11
H -2.12 -1.10 -2.57 0.42
H -2.41 0.07 -3.88 0.31
C -9.99 -0.60 -4.00 -1.34
C -8.52 -0.84 -4.23 0.84
O -7.68 0.01 -4.02 -0.65
N -8.15 -2.07 -4.70 -0.12
C -8.99 -3.20 -5.01 -0.87
H -10.13 0.41 -3.63 0.31
H -10.54 -0.71 -4.93 0.37
H -10.37 -1.30 -3.25 0.34
H -7.15 -2.16 -4.83 0.23
H -8.67 -4.05 -4.39 0.28
H -8.85 -3.46 -6.06 0.30
H -10.04 -3.00 -4.83 0.32
```

Calculated values
energy = -1960.01138 a.u.
net charge = +1
F_max = 0.10925 Eh/bohr

A structure of composition C31H68AlBIN3O14P at a distorted geometry. Source: the OMol25 dataset; level of theory: wB97M-V/def2-TZVPD.

```
120
Properties=species:S:1:pos:R:3:mulliken_charge:R:1
C 0.37 -0.42 2.01 -0.60
B 0.90 0.89 1.27 0.49
O 0.95 2.04 2.09 -0.34
Al 1.49 0.71 -0.80 -0.71
I 3.15 -1.29 -0.86 -0.24
C -0.13 0.16 -1.87 -0.80
C -0.92 1.33 -2.51 0.03
C -2.45 1.14 -2.41 -1.39
C -3.15 2.29 -1.67 -0.47
N -3.29 1.91 -0.25 -0.21
C -3.53 2.93 0.68 0.18
N -3.24 2.82 1.91 -0.44
N -4.15 4.12 0.24 -0.50
P 2.68 2.58 -1.71 0.35
C 2.90 3.90 -0.43 -0.82
O 1.68 3.37 -2.87 -0.44
H -0.70 -0.50 1.79 0.28
H 0.84 -1.27 1.53 -0.29
H 0.56 -0.41 3.09 0.27
H 0.38 2.74 1.76 0.10
H 0.19 -0.56 -2.63 0.45
H -0.78 -0.40 -1.18 0.33
H -0.69 1.32 -3.57 0.19
H -0.62 2.30 -2.11 0.23
H -2.90 1.05 -3.40 0.48
H -2.70 0.21 -1.89 0.46
H -2.62 3.23 -1.81 0.32
H -4.16 2.40 -2.07 0.32
H -2.51 1.34 0.04 0.17
H -2.83 1.90 2.09 0.19
H -3.50 4.77 -0.16 0.27
H -4.92 3.94 -0.38 0.29
H 2.28 3.79 0.46 -0.03
H 2.69 4.89 -0.84 0.33
H 3.94 3.90 -0.11 0.33
H 2.10 3.15 -3.71 0.03
O 3.41 -2.56 1.50 -0.27
C 3.06 -3.17 2.46 0.31
O 3.82 -3.14 3.60 -0.42
C 3.38 -3.70 4.83 -0.40
C 3.66 -5.19 4.90 -0.92
C 1.82 -4.05 2.42 -0.58
H 2.34 -3.47 5.02 0.33
H 3.96 -3.19 5.60 0.34
H 3.11 -5.74 4.13 0.25
H 3.37 -5.59 5.87 0.35
H 4.72 -5.39 4.74 0.29
H 2.08 -4.99 1.94 0.30
H 1.07 -3.53 1.82 0.08
H 1.38 -4.25 3.39 0.38
O -0.63 -3.96 -1.26 -0.49
C -0.91 -4.89 -0.57 0.82
O -0.06 -5.96 -0.54 -0.26
C -0.22 -7.05 0.37 -0.38
C -1.21 -8.08 -0.14 -1.17
C -2.21 -4.95 0.20 -1.15
H -0.47 -6.68 1.36 0.31
H 0.77 -7.50 0.44 0.41
H -2.21 -7.65 -0.25 0.28
H -1.26 -8.92 0.55 0.37
H -0.90 -8.44 -1.12 0.31
H -3.00 -5.26 -0.47 0.31
H -2.42 -3.96 0.58 0.28
H -2.19 -5.63 1.06 0.36
O -7.87 -0.15 6.11 -0.57
C -7.43 0.82 5.56 0.73
O -7.97 1.19 4.38 -0.37
C -7.63 2.42 3.72 -0.70
C -6.36 2.31 2.90 -0.64
C -6.24 1.57 6.11 -0.89
H -7.58 3.24 4.44 0.42
H -8.47 2.63 3.07 0.34
H -5.50 2.08 3.52 0.20
H -6.16 3.24 2.38 0.29
H -6.45 1.50 2.17 0.32
H -5.33 1.04 5.84 0.24
H -6.33 1.59 7.19 0.31
H -6.17 2.60 5.77 0.31
O 1.65 2.41 -5.82 -0.51
C 2.01 3.44 -6.32 0.81
O 1.41 3.85 -7.46 -0.38
C 1.66 5.13 -8.05 -0.43
C 2.90 5.12 -8.92 -0.94
C 3.17 4.23 -5.76 -0.83
H 1.69 5.90 -7.29 0.37
H 0.79 5.33 -8.67 0.31
H 3.80 4.90 -8.33 0.28
H 3.04 6.09 -9.39 0.34
H 2.82 4.36 -9.69 0.30
H 4.10 3.77 -6.09 0.23
H 3.12 4.19 -4.68 0.34
H 3.17 5.28 -6.03 0.27
O 3.83 -2.59 -3.13 -0.36
C 3.95 -3.64 -3.70 0.49
O 4.19 -3.65 -5.04 -0.36
C 4.50 -4.84 -5.76 -0.44
C 3.24 -5.60 -6.16 -0.93
C 3.75 -4.94 -2.96 -0.85
H 5.19 -5.47 -5.19 0.38
H 5.02 -4.52 -6.65 0.31
H 2.68 -5.93 -5.28 0.25
H 3.50 -6.48 -6.75 0.34
H 2.59 -4.96 -6.74 0.30
H 2.67 -5.13 -2.88 0.20
H 4.17 -4.83 -1.97 0.28
H 4.23 -5.80 -3.43 0.34
O 0.36 3.46 7.87 -0.59
C 0.52 3.84 6.74 0.73
O -0.39 4.67 6.20 -0.37
C -0.21 5.30 4.93 -0.75
C -0.60 4.39 3.79 -0.28
C 1.66 3.34 5.90 -0.82
H 0.81 5.67 4.83 0.45
H -0.85 6.18 4.95 0.31
H 0.02 3.50 3.76 -0.05
H -0.49 4.91 2.83 0.35
H -1.63 4.06 3.89 0.28
H 1.41 2.36 5.50 0.17
H 2.54 3.25 6.53 0.34
H 1.93 3.99 5.07 0.29
```

Calculated values
energy = -3346.04789 a.u.
net charge = -1
F_max = 0.04061 Eh/bohr